[1]
The following is a DFT calculation (ωB97M-V/def2-TZVPD) of a cluster of 10 separate species, C39H101N3O21S7 in total.

The geometry in ORCA input format:
```
! wB97M-V def2-TZVPD RIJCOSX def2/J DEFGRID3
* xyz 0 1
C -4.7757 -3.0136 -1.6649
C -3.3893 -3.2432 -2.2865
O -2.9627 -2.0351 -2.7838
S -1.9140 -2.0298 -4.0298
C -1.2596 -0.2754 -3.6815
O -0.7541 -2.8922 -3.7338
O -2.5236 -2.0117 -5.3607
H -5.3654 -3.8657 -1.3270
H -5.4837 -2.5364 -2.3425
H -4.7437 -2.3739 -0.7829
H -2.6938 -3.5567 -1.5079
H -3.5021 -3.8531 -3.1828
H -0.7131 0.0648 -4.5610
H -0.5775 -0.4158 -2.8430
H -2.0954 0.4071 -3.5268
C -1.0910 -0.5427 4.7911
C 0.0967 -1.3815 4.4486
O 0.2201 -2.4062 5.4407
S 0.6508 -3.9288 4.9974
C 2.3106 -3.4926 4.3295
O 0.7126 -4.8019 6.1337
O -0.1364 -4.2492 3.7481
H -1.0732 -0.1488 5.8073
H -1.9613 -1.1727 4.6073
H -1.2687 0.3175 4.1456
H -0.0068 -1.9123 3.5023
H 0.9619 -0.7255 4.3528
H 2.9394 -3.3011 5.1990
H 2.1891 -2.6695 3.6253
H 2.5825 -4.4154 3.8171
C 4.4516 2.3604 0.4112
C 5.1650 1.5887 -0.6656
O 4.3379 1.3013 -1.8200
S 4.1015 2.5259 -2.9329
C 3.5280 1.3857 -4.3398
O 3.0197 3.3997 -2.4543
O 5.4332 3.0849 -3.2602
H 4.1716 3.3054 -0.0544
H 5.1029 2.4649 1.2790
H 3.5940 1.9046 0.9061
H 6.0693 2.0868 -1.0154
H 5.5104 0.6576 -0.2164
H 3.3383 2.0833 -5.1555
H 2.5825 0.8994 -4.0997
H 4.3295 0.7083 -4.6344
C -5.8387 2.4559 1.5218
C -6.0933 2.6945 -0.0087
O -6.3030 4.0894 -0.3457
S -5.1546 5.0056 -1.1343
C -5.4355 4.3811 -2.8553
O -5.5637 6.3802 -1.0224
O -3.8114 4.5182 -0.7394
H -6.6630 2.7693 2.1624
H -5.0010 3.0728 1.8473
H -5.6220 1.4187 1.7776
H -5.1134 2.3636 -0.3528
H -6.8841 2.1133 -0.4831
H -4.7277 4.9520 -3.4563
H -6.4506 4.5747 -3.2022
H -5.1776 3.3289 -2.9760
C 1.1818 -4.1471 -1.0575
C 0.8220 -5.4263 -1.9197
O 1.4723 -6.6208 -1.5310
S 0.7737 -8.1087 -1.8985
C 0.8000 -7.9054 -3.7706
O 1.6551 -9.2358 -1.5210
O -0.6417 -8.0199 -1.4382
H 0.5041 -3.9400 -0.2293
H 1.2346 -3.3087 -1.7520
H 2.2229 -4.2178 -0.7422
H -0.2664 -5.4850 -1.9301
H 1.2184 -5.1596 -2.8994
H 0.1218 -7.1303 -4.1276
H 0.2631 -8.8242 -4.0065
H 1.8170 -8.0503 -4.1351
C 1.1954 6.9825 -4.7827
C 1.0933 5.4658 -4.9828
O -0.2718 5.0879 -4.9844
S -0.5827 3.4625 -4.6310
C -0.5809 3.6082 -2.8241
O -1.9206 3.0864 -5.0680
O 0.5954 2.6701 -5.0548
H 2.0514 7.3363 -5.3573
H 1.1950 7.2568 -3.7278
H 0.3307 7.4675 -5.2357
H 1.4538 5.1840 -5.9721
H 1.7451 4.8788 -4.3357
H -1.5212 4.0011 -2.4376
H 0.2435 4.2652 -2.5466
H -0.4194 2.6094 -2.4187
C -5.3217 -1.4268 6.3607
C -6.1823 -0.8722 5.2257
O -6.0550 -1.4987 3.9692
S -4.8333 -1.1931 2.8881
C -3.9161 -2.8332 3.1630
O -5.2641 -1.3156 1.5056
O -4.0756 -0.0786 3.4334
H -5.5797 -1.0175 7.3375
H -4.3212 -1.0133 6.2336
H -5.4302 -2.5032 6.4936
H -7.2521 -1.0133 5.3798
H -6.0179 0.1992 5.1103
H -4.5299 -3.6930 2.8946
H -3.5824 -2.8300 4.2007
H -3.0292 -2.7264 2.5385
C 1.9374 -0.6869 -0.8924
C 0.7665 -0.8170 -0.0003
N -0.2181 0.2222 -0.2160
C 0.1279 1.5481 0.2476
C 0.1015 1.7888 1.7152
C -1.5176 -0.3233 0.2526
C -2.6660 0.5447 -0.1083
H 1.6780 -0.5141 -1.9369
H 2.5893 -1.5576 -0.8211
H 2.5378 0.1378 -0.5084
H 0.2535 -1.7590 -0.1941
H 1.0283 -0.8376 1.0576
H 1.0791 1.8709 -0.1755
H -0.7088 2.1378 -0.1268
H 0.8633 1.2038 2.2305
H 0.4217 2.8239 1.8345
H -0.8642 1.7043 2.2135
H -1.6284 -0.4195 1.3326
H -1.5983 -1.2925 -0.2396
H -2.7237 1.5144 0.3860
H -3.5816 0.0642 0.2364
H -2.6356 0.8176 -1.1632
C 0.2234 1.3647 7.7775
C -0.3159 2.6477 7.2459
N 0.6987 3.6430 7.2392
C 1.1151 4.2985 8.5102
C -0.0061 4.9473 9.2819
C 0.5015 4.6512 6.1835
C 0.6495 4.1858 4.7687
H 0.9122 0.9939 7.0184
H -0.5902 0.6397 7.7559
H 0.6144 1.4860 8.7877
H -0.7164 2.5210 6.2402
H -1.1486 2.9417 7.8848
H 1.4490 3.3994 9.0281
H 1.9843 4.9504 8.4223
H 0.4103 5.3967 10.1834
H -0.5397 5.7720 8.8094
H -0.7219 4.1604 9.5195
H 1.3287 5.3611 6.1904
H -0.4257 5.2135 6.2936
H 0.5159 5.0184 4.0780
H -0.1539 3.5232 4.4465
H 1.5448 3.5781 4.6372
C 6.9805 -2.7542 -5.8494
C 5.7645 -1.8274 -5.6584
N 4.5119 -2.5270 -5.5097
C 4.3200 -3.3608 -4.2876
C 4.4269 -2.6464 -2.9611
C 4.1462 -3.3229 -6.6827
C 4.0770 -2.4234 -7.9510
H 6.7748 -3.5515 -6.5637
H 7.3085 -3.2153 -4.9179
H 7.8729 -2.3216 -6.3017
H 5.8717 -1.1675 -4.7975
H 5.6921 -1.0231 -6.3905
H 3.3912 -3.9310 -4.3044
H 5.1751 -4.0314 -4.3715
H 3.9907 -1.6481 -2.9266
H 3.8286 -3.1921 -2.2314
H 5.4943 -2.6696 -2.7418
H 3.2280 -3.8990 -6.5679
H 4.8522 -4.1158 -6.9295
H 3.7654 -3.0278 -8.8029
H 4.9945 -1.9221 -8.2592
H 3.2986 -1.6674 -7.8482
*
```

Output
LUMO energy	0.204	eV
energy above the lowest of the compared OMol25 structures with the same formula, charge and spin	46.87	kcal/mol
SMILES	CCOS(C)(=O)=O.CCOS(C)(=O)=O.CCOS(C)(=O)=O.CCOS(C)(=O)=O.CCOS(C)(=O)=O.CCOS(C)(=O)=O.CCOS(C)(=O)=O.CCN(CC)CC.CCN(CC)CC.CCN(CC)CC
F_max	4.642	eV/A

[2]
The following is a DFT calculation (ωB97M-V/def2-TZVPD) of a cluster of 12 separate species, C39H103NO13 in total.

The geometry in ORCA input format:
```
! wB97M-V def2-TZVPD RIJCOSX def2/J DEFGRID3
* xyz 0 1
C -26.6576 -17.1192 12.0396
O -25.3027 -16.8933 11.8271
C -24.8347 -16.0039 10.7930
C -23.2964 -15.8740 10.8387
N -22.8560 -15.4055 12.1128
C -21.4123 -15.6112 12.2995
C -20.9787 -14.7808 13.4370
O -19.7254 -15.2972 14.0127
C -19.1605 -14.6108 15.0088
H -26.9743 -17.4204 11.0411
H -27.2218 -16.3148 12.5114
H -26.7501 -18.0115 12.6587
H -25.4032 -15.0818 10.9139
H -25.1941 -16.2537 9.7948
H -22.8131 -15.2391 10.0961
H -23.0159 -16.9263 10.7954
H -23.4902 -15.7682 12.8102
H -20.8539 -15.1601 11.4793
H -21.2642 -16.6904 12.3400
H -21.8005 -14.7788 14.1531
H -20.9056 -13.7390 13.1248
H -19.1095 -13.5969 14.6118
H -18.1618 -14.9366 15.2995
H -19.6581 -14.8177 15.9562
C -23.5016 -13.6289 16.2208
C -24.6107 -14.4500 16.8417
C -25.3165 -15.3049 15.8415
O -24.1959 -15.1677 17.8966
H -22.5815 -14.2117 16.2618
H -23.5105 -12.7692 16.8909
H -23.6977 -13.2882 15.2041
H -25.2377 -13.6800 17.2911
H -24.6721 -16.1301 15.5383
H -25.5535 -14.6871 14.9753
H -26.2509 -15.7289 16.2092
H -24.8844 -15.7911 18.1393
C -29.4817 -14.1499 14.0677
C -30.6207 -15.2104 13.9634
C -31.8162 -14.6000 13.2299
O -30.0627 -16.3391 13.2234
H -29.7466 -13.1504 14.4123
H -29.0712 -13.9148 13.0857
H -28.6331 -14.5779 14.6013
H -30.9427 -15.5811 14.9365
H -32.1519 -13.6381 13.6173
H -32.7267 -15.1957 13.2949
H -31.6317 -14.3323 12.1895
H -30.6331 -17.0794 13.4430
C -16.1866 -15.5310 11.7425
C -17.4151 -15.1027 10.9549
C -18.2359 -16.3597 10.6710
O -18.2266 -14.2297 11.6623
H -15.6539 -14.5886 11.8703
H -15.6783 -16.1906 11.0392
H -16.5218 -16.0116 12.6616
H -16.9667 -14.7114 10.0418
H -18.4050 -16.9695 11.5585
H -17.6791 -17.0622 10.0509
H -19.1567 -16.1816 10.1157
H -18.7695 -14.5916 12.3666
C -22.2718 -21.3143 14.5501
C -22.0310 -19.9182 13.9481
C -21.2727 -18.9143 14.7916
O -21.1994 -20.1068 12.8368
H -22.5315 -21.2353 15.6058
H -21.3599 -21.9113 14.5388
H -23.1098 -21.7079 13.9749
H -22.9460 -19.4678 13.5634
H -20.3224 -18.6076 14.3545
H -21.0906 -19.1258 15.8452
H -21.8569 -18.0055 14.9365
H -21.1693 -19.2537 12.3977
C -29.6989 -18.1690 10.1332
C -29.8169 -16.7344 9.4107
C -31.2443 -16.3987 9.3061
O -29.3004 -15.8036 10.3980
H -30.0219 -18.2289 11.1725
H -28.7050 -18.6023 10.0219
H -30.2925 -18.8816 9.5605
H -29.3134 -16.6950 8.4448
H -31.4911 -15.4058 8.9300
H -31.7156 -16.4750 10.2860
H -31.8716 -17.0105 8.6577
H -29.7855 -15.8580 11.2247
C -23.9919 -11.4692 12.7279
C -25.1802 -11.9329 11.8421
C -26.0315 -12.9980 12.5797
O -25.9636 -10.8094 11.4304
H -24.2211 -11.3717 13.7891
H -23.6585 -10.4765 12.4255
H -23.2798 -12.2925 12.6716
H -24.7004 -12.3036 10.9363
H -26.6024 -13.5126 11.8069
H -26.6409 -12.5265 13.3507
H -25.5347 -13.8391 13.0632
H -25.3775 -10.3839 10.8003
C -26.2453 -17.8355 7.1425
C -26.4819 -18.4326 5.6839
C -27.9431 -18.1692 5.2829
O -25.4395 -18.1452 4.8276
H -25.2190 -18.0161 7.4621
H -26.8618 -18.2155 7.9571
H -26.3077 -16.7586 6.9862
H -26.5266 -19.5216 5.6976
H -28.2710 -18.7143 4.3978
H -27.9582 -17.0942 5.1031
H -28.6403 -18.3797 6.0938
H -25.7030 -17.4665 4.2018
C -14.8735 -18.5192 14.0058
C -15.4294 -18.4433 15.4210
C -16.8011 -17.7267 15.5571
O -15.6293 -19.7031 15.9608
H -13.9255 -19.0560 14.0429
H -14.7242 -17.5275 13.5788
H -15.4830 -19.1208 13.3315
H -14.6872 -17.9179 16.0220
H -17.2849 -17.8760 16.5224
H -17.5546 -18.2418 14.9613
H -16.8076 -16.7025 15.1841
H -15.8170 -19.5070 16.8816
C -18.6698 -10.2241 13.1417
C -18.9401 -10.8780 11.7794
C -19.2181 -9.8558 10.6778
O -17.7607 -11.6154 11.3969
H -19.4125 -9.4574 13.3624
H -17.6663 -9.8255 13.2909
H -18.8133 -10.9638 13.9293
H -19.6447 -11.6819 11.9924
H -19.4792 -10.4681 9.8147
H -18.3411 -9.2224 10.5445
H -20.0819 -9.3237 11.0763
H -17.9267 -12.5357 11.6142
C -22.3049 -15.0369 4.3215
C -22.2715 -15.6507 5.7240
C -23.4312 -15.4781 6.7088
O -22.2796 -17.0406 5.6643
H -23.2114 -14.4745 4.0975
H -22.2711 -15.8092 3.5531
H -21.5708 -14.2313 4.3379
H -21.3238 -15.4754 6.2331
H -23.6854 -14.4427 6.9353
H -23.4105 -15.9718 7.6803
H -24.2755 -15.8554 6.1317
H -23.1662 -17.3045 5.4079
C -22.6953 -19.5503 8.8686
C -21.1814 -19.1419 8.7472
C -20.5462 -19.8032 7.5364
O -21.2392 -17.7558 8.5608
H -22.7897 -20.6357 8.9022
H -23.2150 -19.1539 7.9963
H -23.2191 -19.0079 9.6556
H -20.5471 -19.2016 9.6316
H -20.2593 -20.8477 7.6578
H -19.7062 -19.2909 7.0673
H -21.2357 -19.6326 6.7096
H -21.6327 -17.5604 7.7072
*
```

Output
LUMO energy	0.370	eV
energy above the lowest of the compared OMol25 structures with the same formula, charge and spin	116.18	kcal/mol
SMILES	COCCNCCOC.CC(C)O.CC(C)O.CC(C)O.CC(C)O.CC(C)O.CC(C)O.CC(C)O.CC(C)O.CC(C)O.CC(C)O.CC(C)O
F_max	4.746	eV/A